Entry 1:
# C14H28ClINOP2W

A molecular structure, C14H28ClINOP2W in a non-equilibrium geometry (ωB97M-V/def2-TZVPD, the OMol25 dataset).

```
49
Properties=species:S:1:pos:R:3:mulliken_charge:R:1
C -0.0069 0.5784 -6.8030 -0.85
C -0.0007 1.3377 -5.4690 0.57
H -0.0040 1.3983 -7.5439 0.35
H -0.9127 -0.0530 -6.9971 0.34
H 0.8933 -0.0611 -6.9975 0.34
O 0.0090 2.4958 -5.2966 -0.15
I -0.0068 0.2956 -3.1109 -0.02
W -0.0170 -0.6445 -0.4806 0.41
P 2.3543 -0.0258 -0.3915 1.00
C 3.2448 1.1422 0.6692 -1.22
C 3.0741 -1.5906 0.2286 -1.30
H 4.1594 -1.4952 0.0828 0.49
H 4.0719 0.0016 -2.0200 0.50
H 2.6705 -2.4441 -0.3361 0.43
H 2.4896 -0.5603 -2.7030 0.39
H 2.9327 0.9495 1.7061 0.35
H 2.8584 -1.6915 1.3098 0.34
C 2.9989 0.1819 -2.0695 -1.37
H 4.2957 0.8769 0.5056 0.49
H 2.7538 1.2037 -2.3916 0.41
H 3.0120 2.1650 0.3460 0.39
P -2.3655 -0.0420 -0.4071 1.00
C -3.0615 1.1832 0.7278 -1.19
C -3.0021 0.2600 -2.0717 -1.40
H -2.8359 -2.4332 -0.3657 0.41
H -4.2909 -1.3901 -0.0567 0.50
H -3.0840 -1.6484 1.2555 0.35
C -3.2265 -1.5492 0.1633 -1.30
H -2.5187 -0.4749 -2.7355 0.39
H -4.0779 0.1002 -2.0169 0.50
H -4.1371 0.9830 0.6462 0.48
H -2.7892 2.1887 0.3766 0.40
H -2.7353 1.2853 -2.3624 0.41
H -2.6831 0.9805 1.7411 0.33
Cl -0.0346 -2.7052 -1.4183 -0.14
C 0.0687 0.1843 5.8710 -1.35
C 0.0156 0.0302 4.3668 0.95
C 0.2029 1.0968 3.4921 -0.68
C 0.0882 0.8952 2.1247 -0.42
N -0.0312 -0.3697 1.6027 0.30
C -0.1738 -1.4213 2.4695 -0.62
C -0.2304 -1.2155 3.8318 -0.83
H 1.0724 0.4710 6.2450 0.34
H -0.6386 0.9365 6.2717 0.37
H -0.1803 -0.7682 6.3694 0.37
H 0.4112 2.1297 3.8099 0.53
H 0.0897 1.7321 1.3907 0.45
H -0.2534 -2.4084 1.9928 0.57
H -0.4687 -2.0913 4.4479 0.40
```

Computed properties:
* energy above the lowest of the compared OMol25 structures with the same formula, charge and spin: 164.1 kJ/mol
* multiplicity: 3
* Kohn-Sham gap (spin up / spin down): 6.53 / 7.46 eV
* electronic energy: -2186.913469 Eh
* total charge: +3
* E_HOMO (spin up / spin down): -17.80 / -18.48 eV



Entry 2:
# C7CrF21NO19S7

A molecular structure, C7CrF21NO19S7 in a non-equilibrium geometry (ωB97M-V/def2-TZVPD, the OMol25 dataset).

```
56
Properties=species:S:1:pos:R:3:mulliken_charge:R:1
Cr 6.2557 15.4822 -10.3178 0.02
C 3.0576 17.4791 -12.1538 0.71
F 3.6701 18.1711 -11.2545 -0.15
F 1.7957 17.8301 -12.0932 -0.27
F 3.5584 17.7374 -13.4134 -0.21
S 3.2523 15.5784 -11.7825 0.76
O 1.9531 14.9250 -11.6961 -0.69
O 4.1843 14.9491 -12.7420 -0.44
N 4.3225 15.6133 -10.2895 -0.35
S 3.2822 15.8086 -8.9795 0.73
O 4.1987 16.1827 -7.8405 -0.57
O 2.0923 16.6600 -9.0890 -0.69
C 2.6484 14.0233 -8.5681 0.61
F 1.5440 13.8194 -9.2002 -0.23
F 3.5395 13.0568 -8.8342 -0.15
F 2.4881 13.9137 -7.2853 -0.24
C 7.4905 15.3739 -5.7435 0.47
F 8.6566 15.8451 -6.3213 -0.20
F 7.7723 14.6183 -4.6941 -0.22
F 6.6035 16.3017 -5.4087 -0.21
S 6.7352 14.2338 -7.0808 0.96
O 7.8759 13.3620 -7.2272 -0.66
O 5.4927 13.5819 -6.5769 -0.70
O 6.3605 14.9311 -8.3727 0.46
C 6.8746 15.7275 -14.9001 0.45
F 7.4129 16.3240 -15.9116 -0.23
F 5.5344 15.6020 -15.1542 -0.24
F 7.4110 14.5417 -14.7223 -0.20
S 7.1088 16.7377 -13.3316 1.40
O 8.5885 17.0716 -13.2817 -0.67
O 6.4014 18.0346 -13.5885 -0.75
O 6.5606 16.0561 -12.1606 0.47
C 8.1672 19.1950 -8.4629 0.51
F 8.9756 18.2885 -7.9285 -0.21
F 7.0865 19.3715 -7.6111 -0.24
F 8.8462 20.2797 -8.6458 -0.22
S 7.4999 18.6267 -10.2554 1.26
O 8.6127 18.4583 -11.2087 -0.61
O 6.7955 17.3449 -10.0045 -0.90
O 6.5587 19.6698 -10.5289 -0.71
C 10.2907 13.5385 -11.3528 0.57
F 9.7748 12.5897 -10.5990 -0.21
F 11.5820 13.3532 -11.3268 -0.24
F 9.8642 13.4875 -12.6261 -0.22
S 9.8063 15.1487 -10.5146 1.17
O 10.0975 16.3123 -11.3988 -0.60
O 8.2893 15.1632 -10.4088 -0.09
O 10.4640 15.2160 -9.1780 -0.74
C 6.7494 11.1131 -12.2753 0.51
F 6.8036 11.8912 -13.4235 -0.21
F 6.0805 10.0091 -12.4431 -0.22
F 7.9336 10.7585 -11.8208 -0.22
S 5.7539 12.1616 -10.9665 1.18
O 4.3306 12.1121 -11.2899 -0.71
O 6.0657 11.5590 -9.6660 -0.68
O 6.2246 13.5665 -10.9819 -1.12
```

Computed properties:
* multiplicity: 5
* Kohn-Sham gap (spin up / spin down): 3.45 / 6.42 eV
* electronic energy: -7679.887956 Eh
* total charge: -4
* E_HOMO (spin up / spin down): 4.70 / 1.73 eV



Entry 3:
# CH25O12

12 unconnected molecules or ions with the total composition CH25O12 in a non-equilibrium geometry (ωB97M-V/def2-TZVPD, the OMol25 dataset).

```
38
Properties=species:S:1:pos:R:3:mulliken_charge:R:1
C -19.8180 -9.8900 16.5610 -0.78
O -19.5540 -8.4510 16.4610 -0.81
H -18.8870 -10.2700 16.8070 0.76
H -20.1370 -10.4380 15.6330 -0.23
H -20.5410 -10.1480 17.2170 0.71
O -21.7870 -7.1800 16.3200 -0.81
H -20.9730 -7.6550 16.4960 0.39
H -22.1970 -7.6830 15.6060 0.32
O -16.2470 -11.4210 18.1250 -0.65
H -16.7360 -10.5500 18.1310 0.35
H -15.5270 -11.4190 17.4840 0.30
O -22.5560 -9.8510 15.3010 -0.84
H -21.9050 -9.7130 15.9990 0.45
H -22.1930 -9.5090 14.5140 0.36
O -21.6260 -12.3240 14.6120 -0.77
H -21.0430 -12.6970 15.2580 0.34
H -21.9420 -11.5110 14.9810 0.42
O -19.9700 -11.1050 12.9630 -0.58
H -20.6060 -10.6380 12.4320 0.26
H -20.5430 -11.7080 13.4670 0.40
O -19.5990 -5.3820 15.6880 -0.64
H -20.1490 -6.0840 16.0140 0.27
H -19.4910 -4.9080 16.5050 0.29
O -19.4540 -8.3790 19.1140 -0.71
H -19.7080 -8.6570 18.2380 0.20
H -18.6360 -8.6820 19.3540 0.28
O -18.6240 -8.1860 14.0040 -0.73
H -18.9550 -8.2450 14.9100 0.40
H -18.3040 -9.0860 13.7850 0.31
O -17.2350 -11.2320 14.9840 -0.73
H -17.7160 -10.7280 15.6590 0.15
H -16.5830 -10.5530 14.7240 0.35
O -19.2930 -12.9820 15.6550 -0.65
H -18.7230 -13.3970 16.3540 0.33
H -18.8490 -12.2090 15.3490 0.35
O -17.0020 -8.7240 17.4010 -0.72
H -17.0250 -7.8890 17.7830 0.28
H -17.8410 -8.6150 16.9450 0.36
```

Computed properties:
* energy above the lowest of the compared OMol25 structures with the same formula, charge and spin: 141.1 kJ/mol
* Kohn-Sham gap: 8.96 eV
* electronic energy: -955.998514 Eh
* total charge: -1
* E_HOMO: -6.09 eV



Entry 4:
# C40H76GeNO2Si4V

A molecular structure, C40H76GeNO2Si4V in a non-equilibrium geometry (ωB97M-V/def2-TZVPD, the OMol25 dataset).

```
125
Properties=species:S:1:pos:R:3:mulliken_charge:R:1
V 0.3215 -0.2514 -1.3675 0.10
C 5.5333 -0.7154 4.1921 -2.31
C 4.0257 -0.9376 4.0775 2.05
C 3.7328 -2.4290 4.2902 -1.55
C 3.3280 -0.1209 5.1739 -1.43
C 3.4795 -0.5155 2.7109 -0.06
C 2.1311 -0.6072 2.4626 -1.29
C 1.6146 -0.2397 1.2052 0.21
N 0.3575 -0.3698 0.7290 0.41
C -0.7034 -1.1060 1.2359 0.05
C -1.0924 -1.2491 2.5652 -0.51
C -2.1583 -2.0839 2.8613 -0.49
C -2.7437 -2.7963 1.8091 -0.43
C -2.3956 -2.6802 0.4599 0.47
C -1.4129 -1.7452 0.2025 0.19
O -0.9952 -1.3317 -1.0533 -1.33
C -3.1003 -3.5775 -0.5660 2.20
C -2.9076 -5.0386 -0.1313 -1.89
C -4.5954 -3.2362 -0.5963 -1.65
C -2.5503 -3.4496 -1.9891 -1.53
C -2.7145 -2.2416 4.2760 1.86
C -2.6297 -3.7112 4.7070 -1.65
C -4.1822 -1.7894 4.2762 -1.65
C -1.9433 -1.3920 5.2847 -1.92
C 2.5256 0.1947 0.1872 0.07
O 1.9159 0.3729 -1.0297 -0.27
C 3.8854 0.3019 0.3979 -0.14
C 4.3197 -0.0562 1.6761 -0.36
C 4.8673 0.6863 -0.7146 2.37
C 4.4559 1.9943 -1.4037 -1.55
C 6.2818 0.8833 -0.1665 -2.44
C 4.8949 -0.4564 -1.7405 -1.31
H 5.8669 -1.0333 5.1804 0.45
H 5.8015 0.3371 4.0768 0.41
H 6.0921 -1.2990 3.4578 0.41
H 4.1089 -2.7452 5.2647 0.47
H 4.2180 -3.0373 3.5242 0.36
H 2.6617 -2.6386 4.2598 0.25
H 3.7316 -0.3919 6.1510 0.46
H 2.2524 -0.3061 5.1986 0.20
H 3.4831 0.9497 5.0268 0.35
H 1.4567 -0.9766 3.2217 0.53
H -0.5872 -0.6847 3.3344 0.45
H -3.5413 -3.4863 2.0550 0.48
H -3.3511 -5.2421 0.8438 0.36
H -1.8471 -5.2923 -0.0798 0.40
H -3.3831 -5.7024 -0.8558 0.48
H -5.0597 -3.3402 0.3855 0.28
H -5.1144 -3.9082 -1.2827 0.54
H -4.7568 -2.2120 -0.9399 0.21
H -1.4888 -3.7011 -2.0383 0.32
H -2.6845 -2.4507 -2.3986 -0.20
H -3.0905 -4.1507 -2.6283 0.60
H -3.1766 -4.3685 4.0294 0.32
H -3.0602 -3.8317 5.7028 0.47
H -1.5920 -4.0502 4.7414 0.34
H -4.7992 -2.4239 3.6374 0.32
H -4.2740 -0.7610 3.9197 0.32
H -4.5899 -1.8387 5.2877 0.48
H -0.8869 -1.6699 5.3284 0.37
H -2.3611 -1.5450 6.2803 0.47
H -2.0143 -0.3259 5.0567 0.33
H 5.3767 0.0148 1.8780 0.69
H 4.5161 2.8359 -0.7103 0.37
H 3.4473 1.9594 -1.8075 -0.08
H 5.1432 2.1916 -2.2295 0.55
H 6.3028 1.6106 0.6478 0.47
H 6.9204 1.2614 -0.9655 0.45
H 6.7255 -0.0495 0.1884 0.42
H 3.9213 -0.5775 -2.2186 -0.19
H 5.1647 -1.4024 -1.2665 0.35
H 5.6302 -0.2432 -2.5193 0.49
C -3.8859 0.6339 0.1649 -0.29
Si -3.3592 1.4589 -1.4188 0.66
C -4.2526 3.0924 -1.4740 -1.19
C -3.9203 0.4388 -2.8723 -0.73
Ge -1.0113 1.8428 -1.6380 0.50
Si -0.6911 3.2453 -3.5561 1.11
C -0.9949 2.4257 -5.2023 -1.01
C -1.8541 4.7043 -3.5433 -1.54
C 1.0665 3.8885 -3.4552 -0.52
Si -0.3216 3.2828 0.1719 0.18
C -1.1202 4.9455 -0.0904 -1.17
C 1.5090 3.5789 0.2680 -0.58
C -0.9076 2.6330 1.8174 -0.79
H -4.9717 0.7454 0.2508 0.62
H -3.4318 1.0925 1.0443 -0.03
H -3.6560 -0.4284 0.1904 -0.27
H -5.3247 2.8841 -1.3948 0.43
H -4.0839 3.6414 -2.4001 0.28
H -3.9833 3.7391 -0.6369 0.27
H -4.9948 0.2431 -2.8039 0.47
H -3.4050 -0.5220 -2.9204 -0.21
H -3.7370 0.9676 -3.8120 0.32
H -1.9957 1.9897 -5.2430 0.25
H -0.2763 1.6551 -5.4696 0.24
H -0.9470 3.2059 -5.9690 0.47
H -2.7820 4.4624 -4.0663 0.39
H -1.3725 5.5248 -4.0843 0.40
H -2.1078 5.0652 -2.5508 0.36
H 1.7526 3.1713 -3.0001 -0.45
H 1.0880 4.7944 -2.8431 0.39
H 1.4534 4.1507 -4.4447 0.52
H -0.6316 5.5024 -0.8926 0.24
H -1.0198 5.5271 0.8317 0.44
H -2.1821 4.8751 -0.3226 0.23
H 1.8919 4.0284 -0.6495 0.22
H 2.0782 2.6737 0.4655 -0.08
H 1.6995 4.2742 1.0924 0.53
H -1.9778 2.4226 1.8194 0.23
H -0.7141 3.3926 2.5816 0.61
H -0.3807 1.7226 2.1074 -0.11
C 1.4909 -2.3775 -3.5890 -1.20
Si 0.6908 -0.7281 -3.8706 0.94
C -0.8993 -0.9396 -4.7799 -0.69
C 1.9163 0.4423 -4.6009 -0.84
H 1.6742 -2.7847 -4.5906 0.51
H 0.8492 -3.0762 -3.0504 0.21
H 2.4453 -2.2999 -3.0669 0.27
H -0.6839 -0.8945 -5.8525 0.45
H -1.6345 -0.1732 -4.5460 -0.16
H -1.3323 -1.9150 -4.5483 0.35
H 1.9345 0.2563 -5.6809 0.44
H 2.9119 0.2471 -4.1981 0.34
H 1.6840 1.4910 -4.4378 -0.03
```

Computed properties:
* energy above the lowest of the compared OMol25 structures with the same formula, charge and spin: 0.0 kJ/mol
* multiplicity: 4
* Kohn-Sham gap (spin up / spin down): 7.35 / 5.73 eV
* electronic energy: -5953.808728 Eh
* total charge: +1
* E_HOMO (spin up / spin down): -10.42 / -10.71 eV



Entry 5:
# C4H11NSi2

2 unconnected molecules or ions with the total composition C4H11NSi2 in a non-equilibrium geometry (ωB97M-V/def2-TZVPD, the OMol25 dataset).

```
18
Properties=species:S:1:pos:R:3:mulliken_charge:R:1
C 2.9913 -0.0388 -0.1555 -0.85
C -1.9712 2.2429 -0.9904 -0.66
C 1.8780 -0.7274 -0.4087 0.16
C -0.7767 2.4577 -0.5087 -0.23
N 0.6516 -0.2479 -0.2903 -0.27
Si -1.0254 -2.6349 0.6281 0.34
Si 0.1045 1.1352 0.5893 0.51
H 4.0610 -0.3032 -0.1993 0.28
H 2.8839 0.7666 0.5439 0.19
H -2.5204 2.8627 -1.6151 0.33
H -2.5112 1.4764 -0.4766 0.20
H 1.8661 -1.6039 -1.0630 0.34
H -0.1307 3.3275 -0.8315 0.25
H -1.1997 -1.4625 1.5298 -0.09
H -2.2113 -2.9274 -0.2437 -0.04
H 0.0234 -3.5976 0.8697 -0.05
H 1.0029 1.8985 1.3543 -0.22
H -0.9365 0.5729 1.4880 -0.20
```

Computed properties:
* energy above the lowest of the compared OMol25 structures with the same formula, charge and spin: 447.7 kJ/mol
* Kohn-Sham gap (spin up / spin down): 8.38 / 5.22 eV
* electronic energy: -792.534994 Eh
* total charge: 0
* E_HOMO (spin up / spin down): -8.82 / -6.79 eV